No. 1
{"formula": "C22H28Cl2F5O3STb", "method": "the ωB97M-V functional and the def2-TZVPD basis", "species": ["Tb", "C", "C", "C", "C", "C", "C", "C", "C", "C", "C", "C", "C", "H", "H", "H", "H", "H", "H", "H", "H", "H", "H", "H", "H", "H", "H", "H", "H", "H", "H", "Cl", "C", "Cl", "H", "H", "C", "C", "C", "C", "C", "C", "C", "S", "O", "O", "O", "H", "H", "H", "H", "H", "H", "H", "F", "C", "F", "C", "F", "F", "F", "H"], "xyz": [[0.913, -1.087, -1.153], [-1.022, 1.309, -3.948], [-1.216, 0.963, -2.502], [-0.574, 1.707, -1.504], [0.406, 2.771, -1.891], [-0.859, 1.458, -0.156], [-0.323, 2.352, 0.919], [-1.658, 0.366, 0.195], [-1.946, 0.074, 1.635], [-2.191, -0.459, -0.802], [-2.957, -1.685, -0.415], [-2.030, -0.118, -2.149], [-2.704, -0.921, -3.217], [-0.341, 0.610, -4.438], [-0.624, 2.315, -4.079], [-1.967, 1.297, -4.489], [-0.097, 3.709, -2.123], [0.987, 2.464, -2.759], [1.137, 2.959, -1.105], [0.462, 1.860, 1.496], [-1.115, 2.651, 1.606], [0.082, 3.282, 0.523], [-1.141, -0.501, 2.091], [-2.869, -0.491, 1.752], [-2.074, 0.986, 2.217], [-4.005, -1.451, -0.223], [-2.539, -2.146, 0.481], [-2.912, -2.451, -1.188], [-2.006, -1.620, -3.683], [-3.116, -0.281, -3.998], [-3.549, -1.493, -2.831], [-0.118, -2.871, 0.521], [-0.557, -3.633, -1.153], [-0.118, -2.871, -2.827], [-1.644, -3.731, -1.153], [-0.095, -4.623, -1.153], [-0.602, 0.298, 5.897], [0.198, 0.296, 4.629], [-0.098, -0.605, 3.594], [0.654, -0.601, 2.418], [1.701, 0.312, 2.273], [2.015, 1.208, 3.298], [1.260, 1.200, 4.472], [2.702, 0.299, 0.762], [4.024, 0.697, 1.241], [2.008, 1.282, -0.064], [2.602, -1.087, 0.311], [-1.402, -0.449, 5.870], [-1.064, 1.279, 6.049], [0.044, 0.068, 6.750], [-0.912, -1.318, 3.694], [0.434, -1.298, 1.614], [2.842, 1.901, 3.171], [1.508, 1.901, 5.264], [3.366, -2.329, -2.745], [2.758, -1.087, -2.753], [2.262, -0.830, -4.019], [3.761, -0.014, -2.359], [4.244, -0.275, -1.091], [3.142, 1.222, -2.362], [4.815, 0.001, -3.255], [2.119, -2.772, -1.153]], "lowdin_charge": [1.23, -0.02, -0.21, -0.21, -0.05, -0.19, -0.02, -0.19, -0.04, -0.24, -0.08, -0.23, -0.06, 0.10, 0.08, 0.08, 0.10, 0.08, 0.07, 0.06, 0.09, 0.09, 0.00, 0.09, 0.10, 0.11, 0.04, 0.05, 0.03, 0.08, 0.08, 0.66, -0.68, 0.63, 0.02, 0.05, -0.05, -0.25, -0.06, -0.14, -0.25, -0.04, -0.01, 0.50, -0.27, -0.34, -0.49, 0.08, 0.08, 0.09, 0.13, -0.04, 0.12, 0.12, -0.04, -0.53, -0.02, -0.49, 0.06, 0.09, 0.11, -0.03], "charge": 0, "gap_ev": [5.98, 5.99], "max_force_ev_per_a": 5.88, "s_squared": 12.7132, "multiplicity": 7}



No. 2
{"formula": "C22H28Cl2N2O4", "method": "the ωB97M-V functional and the def2-TZVPD basis", "species": ["O", "C", "C", "O", "C", "C", "C", "C", "C", "C", "Cl", "C", "N", "C", "C", "N", "C", "C", "O", "C", "O", "C", "C", "C", "C", "C", "C", "Cl", "C", "C", "H", "H", "H", "H", "H", "H", "H", "H", "H", "H", "H", "H", "H", "H", "H", "H", "H", "H", "H", "H", "H", "H", "H", "H", "H", "H", "H", "H"], "xyz": [[-4.072, -0.674, -2.754], [-4.576, -1.043, -1.500], [-5.076, 0.211, -0.749], [-4.134, 1.252, -0.895], [-3.387, 1.718, 0.133], [-3.612, 1.511, 1.488], [-2.795, 2.105, 2.437], [-1.743, 2.917, 2.057], [-1.505, 3.143, 0.711], [-2.319, 2.550, -0.234], [-2.038, 2.833, -1.918], [-3.579, -1.867, -0.657], [-2.389, -1.129, -0.265], [-1.851, -1.588, 1.003], [-0.661, -0.726, 1.410], [0.382, -0.793, 0.400], [1.576, -0.063, 0.792], [2.443, -0.969, 1.678], [2.605, -2.221, 1.055], [3.826, -0.351, 1.982], [4.254, 0.646, 1.086], [4.772, 0.314, -0.128], [4.866, -0.971, -0.647], [5.429, -1.180, -1.895], [5.901, -0.120, -2.646], [5.805, 1.169, -2.148], [5.247, 1.380, -0.903], [5.117, 2.983, -0.271], [-0.160, -0.339, -0.872], [-1.340, -1.216, -1.268], [-3.628, 0.179, -2.640], [-5.438, -1.695, -1.693], [-5.287, -0.033, 0.291], [-5.995, 0.567, -1.228], [-4.429, 0.891, 1.822], [-2.990, 1.927, 3.484], [-1.109, 3.376, 2.799], [-0.691, 3.774, 0.390], [-4.109, -2.186, 0.245], [-3.319, -2.771, -1.231], [-2.624, -1.503, 1.770], [-1.528, -2.643, 0.943], [-0.263, -1.097, 2.357], [-1.001, 0.311, 1.554], [2.139, 0.174, -0.113], [1.350, 0.878, 1.316], [1.940, -1.125, 2.647], [1.782, -2.381, 0.566], [3.781, 0.167, 2.943], [4.556, -1.165, 2.051], [4.479, -1.808, -0.089], [5.493, -2.187, -2.280], [6.339, -0.288, -3.618], [6.161, 2.013, -2.718], [0.619, -0.421, -1.634], [-0.488, 0.709, -0.812], [-1.732, -0.887, -2.230], [-0.991, -2.259, -1.376]], "lowdin_charge": [-0.02, -0.33, -0.11, -0.09, -0.30, -0.02, -0.09, -0.10, -0.11, -0.59, 0.74, -0.14, -0.15, -0.17, -0.15, -0.17, -0.12, -0.33, -0.04, -0.12, -0.09, -0.30, -0.01, -0.08, -0.10, -0.11, -0.59, 0.71, -0.15, -0.15, 0.08, 0.15, 0.11, 0.14, 0.11, 0.11, 0.10, 0.11, 0.12, 0.13, 0.12, 0.13, 0.12, 0.11, 0.13, 0.14, 0.14, 0.09, 0.13, 0.14, 0.10, 0.10, 0.10, 0.10, 0.13, 0.10, 0.12, 0.13], "charge": 0, "relative_energy_kj_mol": 0.00, "gap_ev": 9.10, "max_force_ev_per_a": 0.75, "multiplicity": 1}



No. 3
{"formula": "C22H28Cl4N2O4Tl", "method": "the ωB97M-V functional and the def2-TZVPD basis", "species": ["Tl", "Cl", "N", "N", "C", "C", "C", "C", "C", "C", "H", "H", "H", "H", "H", "H", "C", "C", "C", "C", "H", "H", "H", "H", "H", "H", "O", "H", "H", "O", "H", "H", "C", "C", "C", "H", "H", "C", "C", "H", "C", "C", "C", "C", "H", "C", "H", "H", "H", "H", "H", "H", "H", "H", "Cl", "C", "Cl", "Cl", "C", "O", "O"], "xyz": [[1.581, -0.001, 0.051], [-0.867, -0.723, 0.881], [0.038, -1.796, -1.559], [0.715, 1.647, 1.989], [0.251, -1.501, -2.803], [0.576, 2.866, 1.569], [-0.983, -2.888, -1.555], [-0.706, -3.522, -2.912], [-2.383, -2.308, -1.524], [-0.779, -3.803, -0.367], [-2.611, -1.782, -2.462], [-2.445, -1.605, -0.686], [-3.106, -3.118, -1.378], [0.215, -4.254, -0.403], [-1.547, -4.586, -0.381], [-0.868, -3.223, 0.557], [0.152, 1.555, 3.362], [0.067, 3.030, 3.749], [1.073, 0.728, 4.243], [-1.241, 0.972, 3.381], [-1.946, 1.659, 2.898], [-1.547, 0.785, 4.418], [-1.257, 0.025, 2.814], [2.071, 1.178, 4.265], [1.146, -0.298, 3.867], [0.669, 0.694, 5.262], [0.116, 3.747, 2.470], [0.928, 3.346, 4.354], [-0.858, 3.327, 4.253], [-0.153, -2.402, -3.710], [-1.582, -3.906, -3.447], [0.070, -4.296, -2.839], [0.891, -0.227, -3.247], [0.925, 3.371, 0.201], [0.171, 2.698, -0.926], [2.006, 3.176, 0.079], [0.751, 4.456, 0.199], [0.587, 1.499, -1.442], [0.179, 0.955, -2.630], [2.979, -1.585, 1.687], [-0.959, 1.537, -3.238], [-1.519, 2.675, -2.654], [-1.527, 0.959, -4.491], [-0.962, 3.292, -1.532], [-2.393, 3.127, -3.120], [-1.505, 4.583, -1.018], [-2.406, 4.846, -1.574], [-0.783, 5.398, -1.146], [-1.752, 4.527, 0.047], [-0.766, 0.864, -5.273], [-2.318, 1.613, -4.867], [-1.959, -0.036, -4.327], [0.873, -0.199, -4.345], [1.936, -0.268, -2.896], [4.880, -4.810, 1.882], [3.591, -4.191, 2.947], [2.762, -5.483, 3.788], [4.200, -2.965, 4.103], [2.601, -3.387, 2.056], [3.327, -2.440, 1.365], [1.403, -3.530, 2.018]], "lowdin_charge": [0.63, 0.10, 0.07, 0.07, -0.39, -0.36, -0.58, -0.07, -0.06, -0.07, 0.08, 0.00, 0.08, 0.08, 0.08, 0.02, -0.56, -0.08, -0.04, -0.11, 0.09, 0.08, -0.06, 0.08, 0.08, 0.08, 0.00, 0.12, 0.12, -0.01, 0.12, 0.12, -0.07, -0.06, -0.23, 0.13, 0.11, -0.23, -0.23, -0.02, -0.22, -0.02, -0.05, -0.23, 0.10, -0.06, 0.07, 0.08, 0.08, 0.08, 0.07, 0.08, 0.11, 0.11, 0.61, -1.50, 0.62, 0.61, -0.66, -0.11, 0.10], "charge": -1, "relative_energy_kj_mol": 93.70, "gap_ev": 5.46, "max_force_ev_per_a": 2.75, "multiplicity": 1}



No. 4
{"formula": "C22H28ClGeN5RuS2", "method": "the ωB97M-V functional and the def2-TZVPD basis", "species": ["Ru", "C", "C", "N", "C", "C", "S", "C", "C", "S", "C", "N", "C", "H", "H", "H", "H", "H", "H", "H", "H", "N", "C", "C", "C", "C", "C", "N", "H", "H", "H", "H", "H", "H", "C", "Ge", "C", "C", "C", "H", "H", "H", "H", "H", "H", "H", "H", "H", "H", "Cl", "C", "C", "C", "C", "N", "C", "H", "H", "H", "H"], "xyz": [[0.046, -0.109, 0.078], [-0.976, 0.166, -3.293], [-0.888, -1.188, -2.695], [-0.564, -1.422, -1.445], [-0.669, -2.747, -1.112], [-1.040, -3.554, -2.160], [-1.305, -2.617, -3.585], [-0.460, -3.150, 0.258], [-0.542, -4.424, 0.762], [-0.281, -4.424, 2.461], [-0.088, -2.698, 2.406], [-0.204, -2.195, 1.210], [0.168, -1.934, 3.651], [-0.806, 0.911, -2.510], [-1.972, 0.319, -3.702], [-0.266, 0.296, -4.108], [-1.205, -4.610, -2.180], [-0.737, -5.337, 0.243], [0.467, -2.609, 4.447], [-0.737, -1.416, 3.968], [0.946, -1.185, 3.497], [2.252, 0.366, -2.474], [2.903, -0.208, -1.438], [4.242, -0.608, -1.552], [4.874, -1.160, -0.462], [4.162, -1.308, 0.729], [2.846, -0.921, 0.760], [2.215, -0.383, -0.298], [2.743, 0.557, -3.329], [1.360, 0.812, -2.294], [4.753, -0.477, -2.493], [5.908, -1.460, -0.524], [4.633, -1.710, 1.609], [2.256, -1.028, 1.664], [-4.376, 2.508, 0.122], [-2.406, 2.646, -0.157], [-1.648, 3.827, 1.269], [-1.972, 3.497, -1.910], [-1.806, 0.815, -0.074], [-4.830, 3.490, 0.045], [-4.577, 2.108, 1.111], [-4.834, 1.855, -0.615], [-2.049, 4.823, 1.124], [-0.565, 3.883, 1.222], [-1.938, 3.480, 2.256], [-2.291, 4.534, -1.877], [-2.493, 3.011, -2.731], [-0.903, 3.480, -2.115], [-2.549, 0.098, 0.302], [-0.957, 1.439, 5.239], [0.052, 1.684, 3.861], [1.224, 2.443, 3.964], [1.979, 2.608, 2.795], [1.584, 2.007, 1.629], [0.456, 1.253, 1.539], [-0.307, 1.123, 2.659], [1.517, 2.893, 4.894], [2.879, 3.197, 2.816], [2.157, 2.127, 0.714], [-1.225, 0.553, 2.554]], "lowdin_charge": [0.97, -0.10, -0.61, -0.08, -0.31, -0.31, 1.11, -0.32, -0.31, 1.11, -0.61, 0.01, -0.08, 0.02, 0.09, 0.09, 0.08, 0.07, 0.08, 0.08, 0.07, 0.15, -0.38, -0.01, -0.05, -0.06, -0.15, -0.02, 0.11, 0.06, 0.11, 0.12, 0.11, 0.08, -0.23, 0.75, -0.20, -0.22, -0.28, 0.01, 0.01, 0.01, 0.02, 0.00, 0.01, 0.02, 0.01, 0.01, -0.03, 0.73, -0.66, -0.04, -0.04, -0.13, -0.12, -0.21, 0.11, 0.12, 0.12, 0.10], "charge": 1, "relative_energy_kj_mol": 68.82, "gap_ev": [6.70, 6.51], "max_force_ev_per_a": 5.02, "s_squared": 0.7578, "multiplicity": 2}



| no. | electronic energy (eV) |
| --- | --- |
| 1 | -101309.0939 |
| 2 | -59482.8578 |
| 3 | -89222.9964 |
| 4 | -124003.0935 |